Entry 1:
This record from OMol25 describes C32H65AuGe2N2OSi2Te as an isolated structure at a distorted geometry. The level of theory is wB97M-V/def2-TZVPD.

Positions of all 106 atoms, in Å:
Au 0.36928 0.25948 0.21621
C -2.73017 -1.49148 -2.84276
C -3.01764 -0.11013 -3.42828
C -2.67628 -0.08406 -4.91885
C -4.49128 0.25937 -3.20710
N -2.11188 0.85882 -2.80196
N -2.00747 0.94990 -1.41525
H -3.20303 -2.25622 -3.45160
H -3.12757 -1.59516 -1.83539
H -1.65919 -1.66935 -2.82559
H -3.28134 -0.80521 -5.46448
H -1.62672 -0.32885 -5.05975
H -2.86450 0.89674 -5.35003
H -5.12720 -0.52358 -3.61035
H -4.74048 1.19167 -3.70779
H -4.71348 0.35663 -2.14653
H -2.16393 1.77988 -3.22198
H -2.10022 0.02653 -1.00456
H -2.66930 1.59745 -0.98084
C 5.42413 1.89103 1.24404
Te 3.85846 0.42656 0.97952
C 4.77510 -0.88427 2.42369
H 5.70601 1.92818 2.29068
H 5.08371 2.86871 0.92611
H 6.28628 1.60709 0.64896
H 5.77552 -1.13628 2.08809
H 4.18039 -1.78288 2.51130
H 4.82112 -0.38622 3.38538
C 3.77277 -0.19315 -3.15850
Si 1.89641 -0.01904 -3.48917
C 1.57172 -0.14659 -5.36281
C 1.30271 1.65044 -2.77404
C 0.99119 -1.31734 -2.50066
Si 0.92461 -3.17405 -2.71464
C 0.51927 -3.64902 -4.51839
C -0.42398 -3.88002 -1.54989
C 2.66026 -3.87420 -2.29030
H 4.34864 0.49506 -3.76728
H 4.12519 -1.19550 -3.37383
H 3.99966 0.01661 -2.11437
H 2.30017 0.43700 -5.91718
H 0.58635 0.21980 -5.62915
H 1.64633 -1.17110 -5.70693
H 1.72460 2.50619 -3.28862
H 1.57520 1.73069 -1.72016
H 0.22309 1.72817 -2.83194
H 0.56993 -0.95561 -1.55534
H -0.23488 -3.00542 -4.96058
H 0.15421 -4.66866 -4.56062
H 1.41106 -3.59316 -5.13617
H -1.34264 -4.10871 -2.08477
H -0.67284 -3.17348 -0.76136
H -0.09798 -4.80247 -1.07616
H 3.30244 -3.83193 -3.16219
H 2.58673 -4.91075 -1.98293
H 3.14492 -3.32121 -1.49462
C -0.12840 -3.59793 2.51841
C 0.61306 -2.33207 2.01830
C 1.76460 -2.78016 1.10285
C 1.19498 -1.60844 3.24429
O -0.29981 -1.53855 1.36809
H 0.59080 -4.31585 2.90759
H -0.67859 -4.04827 1.69625
H -0.82705 -3.33332 3.30675
H 2.49750 -3.35303 1.66662
H 2.25435 -1.90049 0.67447
H 1.39426 -3.39466 0.28862
H 1.82366 -2.26917 3.83253
H 0.38179 -1.24829 3.86664
H 1.77528 -0.74804 2.90839
C -3.77375 1.58054 4.31005
Ge -2.99026 0.54291 2.78664
C -2.86400 -1.35482 3.34546
C -4.25655 0.57726 1.23253
Ge -0.80912 1.55546 1.92766
C -1.22117 3.39110 1.25306
C -2.46321 3.97173 1.46324
C -2.72925 5.26330 1.04653
C -1.74238 6.00024 0.41289
C -0.49753 5.43221 0.18979
C -0.24612 4.13394 0.59836
C 0.51493 1.79533 3.38654
C 1.75137 2.37779 3.12285
C 2.74385 2.39983 4.08556
C 2.51936 1.82562 5.32498
C 1.28685 1.26250 5.60865
C 0.29278 1.25600 4.64768
H -4.71784 1.11395 4.57837
H -3.96554 2.61693 4.05622
H -3.12580 1.55696 5.18023
H -3.86258 -1.72803 3.55773
H -2.25700 -1.47817 4.23623
H -2.42796 -1.93325 2.54012
H -5.25197 0.31424 1.57972
H -3.95579 -0.16182 0.49609
H -4.31507 1.55186 0.75671
H -3.23661 3.40491 1.96900
H -3.70523 5.69812 1.21483
H -1.94226 7.01204 0.09246
H 0.27381 6.00281 -0.30694
H 0.72140 3.68971 0.40237
H 1.93869 2.82242 2.15198
H 3.69949 2.85757 3.86849
H 3.30003 1.82375 6.07068
H 1.10058 0.83193 6.58190
H -0.67601 0.82449 4.87321

Cartesian forces (eV/Å) of the 3 atoms listed first:
Au -0.088 -0.442 0.925
C -0.349 0.281 -0.157
C -0.218 0.019 -0.056

Computed properties:
LUMO (alpha / beta)	-6.17 / -6.61	eV
largest force on an atom	2.29	eV Å⁻¹
energy above the lowest of the compared OMol25 structures with the same formula, charge and spin	482.1	kJ/mol
total charge	+1
frontier orbital gap (alpha / beta)	3.5077 / 3.2708	eV
2S+1	2


Entry 2:
This record from OMol25 describes a 4-piece molecular cluster, C32H65B3N2O4 overall at a distorted geometry. The level of theory is wB97M-V/def2-TZVPD.

Positions of all 106 atoms, in Å:
C 2.12243 0.02367 4.79431
C 1.46292 1.54294 4.90059
C -0.19635 1.34918 4.87703
C -0.89081 2.58656 4.01956
N -1.25873 3.75896 4.94629
B -2.60107 4.29802 4.39683
O -2.62317 5.07833 3.10898
B -3.62448 4.33564 2.26389
C -3.21158 3.60821 0.84881
O -4.23665 2.72802 0.27186
C -3.99727 1.30821 0.56282
C -5.27565 0.42902 1.18747
C -5.16440 -1.20553 1.51840
C -3.75843 -2.05923 1.23190
C -2.50042 -1.14822 0.63302
C -2.61786 0.46395 0.29814
O -5.00660 4.28340 2.86023
B -4.77687 3.45352 4.09589
N -5.45310 2.09527 4.11833
C -5.91581 1.77442 5.37339
C -7.21791 2.56000 5.99418
C -5.09615 0.54496 6.15010
O -3.88556 4.01450 5.13015
H 2.66243 -0.02606 3.74919
H 1.32378 -0.83515 4.90853
H 2.89054 -0.10631 5.67800
H 1.75448 2.04718 5.94211
H 1.83062 2.26045 4.05099
H -0.49307 0.30128 4.41676
H -0.51967 1.33273 6.01537
H -1.82877 2.17255 3.42895
H -0.08725 2.89736 3.19930
H -1.51136 3.30374 5.87060
H -3.04835 4.48689 0.05722
H -2.15997 3.11992 1.00438
H -6.33701 0.90864 1.39903
H -6.09456 -1.82529 1.93703
H -3.67438 -3.21957 1.46302
H -1.47855 -1.72399 0.45539
H -1.69099 1.06499 -0.14819
H -7.83321 3.00049 5.07513
H -6.93545 3.43919 6.72516
H -7.90578 1.73750 6.48650
H -3.94604 0.76253 6.23090
H -5.62589 0.35653 7.17717
H -5.22112 -0.40145 5.45770
C 6.34480 -0.23557 -1.56223
C 5.72632 -0.15967 -0.17509
C 4.38649 -0.89293 -0.06685
C 3.26517 -0.34430 -0.95837
C 2.92301 1.13283 -0.74813
C 2.40892 1.43868 0.64993
H 5.71415 0.24993 -2.31190
H 7.31588 0.26946 -1.56872
H 6.50241 -1.27626 -1.86404
H 5.61555 0.88803 0.12228
H 6.42578 -0.61196 0.53994
H 4.06113 -0.87640 0.97879
H 4.53939 -1.95044 -0.31728
H 2.36356 -0.94533 -0.78563
H 3.52937 -0.49696 -2.01118
H 2.14950 1.41548 -1.47275
H 3.79183 1.76234 -0.96619
H 1.51441 0.84813 0.87477
H 2.14229 2.49764 0.72871
H 3.16439 1.22862 1.41373
C 2.98655 -4.53314 -1.81280
C 1.82660 -4.85344 -2.74252
C 0.54901 -4.07839 -2.40851
C -0.04851 -4.36471 -1.02497
C -0.39460 -5.83027 -0.75015
C -1.45723 -6.38376 -1.68657
H 2.76552 -4.81633 -0.78014
H 3.88008 -5.08378 -2.12345
H 3.22266 -3.46418 -1.83555
H 1.63478 -5.93117 -2.73479
H 2.12581 -4.59977 -3.76781
H -0.20028 -4.28857 -3.17913
H 0.75780 -3.00319 -2.47772
H -0.95584 -3.75843 -0.91027
H 0.64407 -4.01637 -0.25003
H -0.76226 -5.91178 0.28012
H 0.50413 -6.45314 -0.80493
H -2.38060 -5.79880 -1.61837
H -1.69304 -7.41844 -1.41728
H -1.12030 -6.38010 -2.72806
C 3.23478 1.67774 -7.93916
C 2.00865 2.26632 -7.25901
C 2.16156 2.39951 -5.74132
C 2.35724 1.07992 -4.98397
C 1.24939 0.04153 -5.17784
C -0.10806 0.50862 -4.67627
H 3.43245 0.65702 -7.60079
H 3.08355 1.64425 -9.02272
H 4.12287 2.28648 -7.73993
H 1.12696 1.66578 -7.50467
H 1.82857 3.26549 -7.67653
H 1.28335 2.91999 -5.34469
H 3.01886 3.05020 -5.52671
H 2.44685 1.30754 -3.91433
H 3.31385 0.63112 -5.27555
H 1.52799 -0.86796 -4.63147
H 1.17308 -0.24537 -6.23166
H -0.06448 0.76322 -3.61198
H -0.84924 -0.28728 -4.80237
H -0.46387 1.38439 -5.22824

Cartesian forces (eV/Å) of the 3 atoms listed first:
C 0.519 0.808 0.230
C -0.811 -0.786 0.871
C 0.555 0.628 -0.079

Computed properties:
LUMO	-0.09	eV
SMILES	CCCCNB1OB(COc2ccccc2)OB(N=C(C)C)O1.CCCCCC.CCCCCC.CCCCCC
largest force on an atom	6.35	eV Å⁻¹
total charge	0
frontier orbital gap	8.1408	eV


Entry 3:
This record from OMol25 describes a 5-piece molecular cluster, C32H65BrClF10NO10PS2 overall at a distorted geometry. The level of theory is wB97M-V/def2-TZVPD.

Positions of all 123 atoms, in Å:
C 2.97285 4.87891 3.50296
C 1.87309 5.13711 2.47629
C 2.04373 4.27793 1.21149
C 0.76667 3.50880 0.87747
C 1.05094 2.28259 0.00262
C -0.05629 1.22473 -0.06061
C -0.13066 0.12516 1.00350
C -0.51019 0.65429 2.39719
C -1.93879 1.10178 2.72252
C -2.54081 2.26082 1.92050
O -1.89976 1.48272 4.10519
N 1.16635 -0.64180 1.17102
C 2.22165 0.06700 1.95071
C 2.40261 -0.44272 3.35801
O 2.74957 0.28525 4.28661
F 2.18719 -1.76586 3.51257
C 1.67498 -1.38282 -0.05992
C 2.65810 -2.42871 0.49565
C 2.47147 -0.45656 -1.00206
C 3.61114 -1.07333 -1.81564
C 5.00869 -0.73544 -1.28866
F 4.98270 -0.31191 0.00602
F 5.48484 0.29833 -2.01188
C 5.95857 -1.94292 -1.42901
F 6.14029 -2.11944 -2.75436
F 5.36629 -3.06285 -0.96557
S 7.65544 -1.80061 -0.57172
F 7.78827 -3.37240 -0.57232
F 6.93204 -1.86876 0.82234
F 7.56570 -0.23437 -0.59969
F 8.41145 -1.77246 -1.95002
F 9.02428 -1.68692 0.16821
C 0.52033 -2.15985 -0.74736
Cl 0.80676 -2.24427 -2.53379
P 0.31800 -4.02180 -0.12956
O -1.19067 -4.29062 -0.62853
Br 1.50605 -5.28018 -1.55078
O -0.74983 -1.58212 -0.67394
C -1.17214 -0.89980 0.47774
S -1.70934 -2.15827 1.77711
O -2.29561 -0.20338 0.17024
C -3.06298 -0.53654 -0.98628
C -3.82633 -1.84883 -0.91412
O -4.94916 -1.69308 -1.74244
C -6.14401 -2.26466 -1.23949
C -6.41161 -3.66709 -1.75164
H 3.95208 4.85221 3.04798
H 2.97321 5.63166 4.27950
H 2.77118 3.93845 4.00588
H 0.92324 4.91828 2.95100
H 1.87040 6.19427 2.24064
H 2.87663 3.59836 1.36141
H 2.28022 4.95860 0.40620
H 0.26487 3.25392 1.80156
H 0.11670 4.18398 0.33427
H 2.04504 1.94074 0.26703
H 1.14677 2.67814 -1.00160
H 0.01581 0.72672 -1.02284
H -0.99518 1.74471 -0.12111
H 0.13131 1.46889 2.70249
H -0.29036 -0.14334 3.10477
H -2.65747 0.30310 2.72620
H -1.83797 2.88783 1.39096
H -3.22957 1.86537 1.18592
H -3.13460 2.86249 2.59442
H -1.22332 2.15026 4.22773
H 0.88624 -1.41504 1.78698
H 3.19732 -0.01372 1.49206
H 2.05967 1.12279 2.06399
H 3.58644 -1.96273 0.79516
H 2.28458 -2.92497 1.38067
H 2.93121 -3.16081 -0.24725
H 1.77473 -0.04513 -1.71594
H 2.86770 0.40886 -0.49047
H 3.49764 -2.12279 -2.02488
H 3.56411 -0.63028 -2.79885
H -1.28136 -4.01326 -1.55294
H -0.70592 -2.18933 2.67222
H -2.54688 -0.41204 -1.92776
H -3.84489 0.20814 -1.02810
H -4.09611 -2.01038 0.12719
H -3.23749 -2.68231 -1.28809
H -6.95053 -1.62838 -1.58183
H -6.19380 -2.25624 -0.15292
H -6.88474 -3.65554 -2.72073
H -5.53070 -4.29616 -1.76471
H -7.13547 -4.12657 -1.08854
C -6.75876 -6.19259 -6.55142
C -6.48917 -5.68041 -5.14870
O -7.67929 -5.63921 -4.36424
H -7.49534 -5.56257 -7.04969
H -5.84573 -6.20431 -7.14823
H -7.16356 -7.20644 -6.52064
H -6.10270 -4.66250 -5.18180
H -5.74734 -6.31225 -4.64723
H -8.02715 -6.53326 -4.31469
C 10.35881 0.34175 2.04842
C 10.52992 1.30637 3.20782
O 10.54256 2.66179 2.76728
H 11.16076 0.47541 1.32223
H 10.36662 -0.69299 2.39384
H 9.41568 0.52744 1.52962
H 11.47823 1.13395 3.71262
H 9.72494 1.17305 3.93918
H 9.70611 2.83716 2.32994
C -7.28143 4.46676 3.51259
C -5.94400 3.83187 3.84292
O -4.86274 4.52435 3.21528
H -7.44058 4.47841 2.43422
H -8.10087 3.92189 3.98233
H -7.31289 5.50220 3.85850
H -5.90814 2.80526 3.48098
H -5.78310 3.81815 4.92535
H -4.87200 5.43042 3.53431
C -4.37243 1.09643 -5.15430
C -4.00809 2.36047 -4.39886
O -2.93111 2.13231 -3.48495
H -4.65245 0.30460 -4.45768
H -5.20437 1.27322 -5.83626
H -3.52057 0.73531 -5.73625
H -4.85122 2.70774 -3.80532
H -3.72751 3.15751 -5.09371
H -2.17370 1.83889 -3.99764

Cartesian forces (eV/Å) of the 3 atoms listed first:
C -0.526 -0.031 0.102
C 0.540 -0.016 0.238
C -0.678 0.488 0.549

Computed properties:
LUMO	-2.73	eV
largest force on an atom	4.55	eV Å⁻¹
energy above the lowest of the compared OMol25 structures with the same formula, charge and spin	69.6	kJ/mol
total charge	+1
frontier orbital gap	8.9486	eV


Entry 4:
This record from OMol25 describes a 3-piece molecular cluster, C32H65BrN4O10S2 overall at a distorted geometry. The level of theory is wB97M-V/def2-TZVPD.

Positions of all 114 atoms, in Å:
C -2.12677 4.75612 1.17051
C -2.21379 3.65248 0.67772
C -2.40238 2.15926 0.14859
C -2.26431 1.25075 1.42861
C -1.27515 1.78435 2.55784
C 0.21225 1.98078 2.10074
O 0.96292 1.03746 2.19634
O 0.75856 3.18038 1.64241
O -3.65158 2.21425 -0.51556
C -4.43519 1.05723 -0.64435
S -3.49983 -0.48747 -1.15973
C -5.48800 0.79103 0.54952
C -5.66501 -0.72004 0.98432
C -4.57171 -1.25281 1.99738
N -3.63304 -2.31265 1.68580
O -4.52911 -0.76689 3.11626
O -5.29151 1.25930 -1.80933
C -5.84706 2.58058 -1.87181
C -5.12657 3.54199 -2.93810
C -6.22777 4.15174 -3.92773
C -5.53790 5.03709 -5.04796
C -1.15207 2.01307 -0.88791
Br -1.71546 2.64453 -2.70154
O -0.55889 0.72943 -0.88568
C 0.87529 0.74376 -0.99463
S 1.44799 -0.92059 -0.34076
C 1.47296 1.03486 -2.43051
C 1.38500 -0.13465 -3.49615
C -0.03470 -0.35233 -4.16684
C -0.91644 -1.44634 -3.38092
N -0.72201 -2.75595 -4.06427
H -2.40503 5.81716 1.38259
H -1.88963 0.20937 1.17087
H -3.23631 1.06847 1.98356
H -1.24072 0.94930 3.32847
H -1.70082 2.66551 3.13271
H 0.26032 3.95124 1.98075
H -4.24594 -1.07589 -2.15938
H -5.25168 1.41531 1.46999
H -6.53452 1.12537 0.26383
H -6.63674 -0.74550 1.57793
H -5.86058 -1.42824 0.12004
H -3.91944 -2.82050 0.84682
H -2.70827 -1.88775 1.59045
H -6.89623 2.45247 -2.29903
H -6.01160 3.08614 -0.87538
H -4.49598 4.33212 -2.44903
H -4.52519 2.83082 -3.58693
H -7.00423 4.72733 -3.35132
H -6.74068 3.28231 -4.43948
H -4.88545 5.79601 -4.51391
H -6.36532 5.59333 -5.58042
H -4.90518 4.44297 -5.76079
H -0.34698 2.75123 -0.57884
H 1.36288 1.49195 -0.28962
H 0.31754 -1.70977 -0.33767
H 2.58514 1.22076 -2.26663
H 1.08341 1.96861 -2.92500
H 2.08523 0.16062 -4.34256
H 1.74584 -1.13811 -3.14275
H -0.60212 0.59116 -4.39055
H 0.16889 -0.83543 -5.17577
H -0.59938 -1.48704 -2.30628
H -1.98581 -1.14225 -3.54458
H -1.55238 -3.06169 -4.56873
H -0.35424 -3.47640 -3.44420
C 7.03685 -2.19203 -1.52915
O 7.75422 -1.90885 -2.71964
C 8.09276 -3.07293 -3.47154
C 7.28728 -3.13604 -4.76512
N 5.87887 -3.42236 -4.50017
C 5.00261 -3.22719 -5.65592
C 4.90384 -1.81355 -6.24708
O 4.26447 -0.87277 -5.39711
C 5.11025 -0.28675 -4.41945
H 6.98621 -1.27428 -0.94148
H 6.01500 -2.51248 -1.75048
H 7.54616 -2.95583 -0.93353
H 7.98030 -3.98958 -2.88422
H 9.15106 -2.97779 -3.73210
H 7.69758 -3.92036 -5.40823
H 7.41061 -2.17420 -5.27524
H 5.55541 -2.81905 -3.75390
H 3.99881 -3.52458 -5.33875
H 5.30336 -3.92297 -6.44719
H 4.27020 -1.88456 -7.13620
H 5.86901 -1.43272 -6.59781
H 6.13962 -0.17658 -4.76872
H 5.07727 -0.87221 -3.49785
H 4.71982 0.70587 -4.18297
C 1.43275 -0.20336 4.73171
O 0.23787 -0.81440 5.19827
C 0.38905 -2.19698 5.51237
C 0.30062 -2.42312 7.01794
N 1.47566 -1.89041 7.70520
C 1.33570 -1.82420 9.16015
C 0.23211 -0.92209 9.73133
O 0.45177 0.46617 9.52630
C 0.04019 0.95346 8.25921
H 1.17757 0.78155 4.35159
H 2.15529 -0.07937 5.54464
H 1.88003 -0.78109 3.91869
H 1.31153 -2.61492 5.09744
H -0.44914 -2.71712 5.03889
H 0.22415 -3.49604 7.21831
H -0.61941 -1.94200 7.36790
H 1.66102 -0.95547 7.36311
H 2.29267 -1.46368 9.54866
H 1.19988 -2.84027 9.54725
H 0.23635 -1.06279 10.81640
H -0.76863 -1.21439 9.39604
H -0.83156 0.42177 7.87032
H 0.86806 0.90320 7.54856
H -0.22258 2.00768 8.37214

Cartesian forces (eV/Å) of the 3 atoms listed first:
C -1.183 0.784 -0.606
C -0.564 -1.260 -0.345
C 1.552 2.451 0.851

Computed properties:
LUMO	0.20	eV
SMILES	C#C[C@@](CCC(=O)O)(O[C@@](S)(CCC(N)=O)OCCCC)[C@H](Br)O[C@@H](S)CCCCN.COCCNCCOC.COCCNCCOC
largest force on an atom	3.40	eV Å⁻¹
total charge	0
frontier orbital gap	8.7105	eV


Taking the records one at a time from the top gives E values of -179028.976, -47431.215, -196892.381, -152377.713 eV.